Record 1
ORCA calculation (wB97M-V/def2-TZVPD) on a 3-piece molecular cluster, C10H20N3S overall.

LUMO level, eV: -3.3

Geometry as ORCA input:
```
! wB97M-V def2-TZVPD RIJCOSX def2/J DEFGRID3
* xyz 1 1
C -4.1067 0.1294 -1.7555
C -3.3686 0.0047 -2.8777
C -2.4238 1.5184 -1.2699
C 1.5721 -1.4411 -1.3048
C 3.4119 -1.4016 0.3431
C 1.3908 0.3833 2.1707
C 0.7756 -2.1543 1.5829
C 2.0423 -0.7711 -0.0876
C -0.2603 -0.1926 0.5054
C 0.9536 -0.7185 1.1226
N -3.5818 0.9450 -0.8453
N -1.2249 0.1096 -0.0159
N -1.0202 3.5640 0.4442
S -1.9392 1.0240 -2.8116
H -5.1164 -0.2920 -1.5964
H -3.4569 -0.6638 -3.6707
H 0.5222 -1.2856 -1.6197
H 1.6048 -2.5579 -1.1844
H 2.2514 -1.1095 -2.1100
H 3.9287 -0.5399 0.7252
H 3.3624 -2.1119 1.0506
H 3.9398 -1.6788 -0.5436
H 0.6280 0.7868 2.9114
H 2.2579 -0.0924 2.7983
H 1.8633 1.2380 1.8494
H 1.0869 -2.8197 0.7843
H -0.2114 -2.5383 1.8894
H 1.4963 -2.4578 2.3594
H 2.0280 0.3006 -0.3278
H -1.7149 3.9679 1.0485
H -0.4106 4.4396 0.2785
H -1.9687 2.3716 -0.8893
H -3.8713 1.1187 0.0425
H -0.4401 2.9250 1.0038
*
```


Record 2
ORCA calculation (wB97M-V/def2-TZVPD) on C14H13AsFNO10P2PtS4 as an isolated structure.

LUMO level (spin up / spin down), eV: 3.6 / 3.6

Geometry as ORCA input:
```
! wB97M-V def2-TZVPD RIJCOSX def2/J DEFGRID3
* xyz -2 5
Pt 1.1608 -2.0346 -1.9529
S 4.9842 -5.2559 -1.5331
As 3.1327 -4.2630 -1.5673
S -0.8195 -3.9402 -1.6742
S 3.5490 -2.1813 -1.5277
S -0.1072 -5.6282 -2.2402
O -0.4361 -0.7383 -5.6258
P 0.0314 -0.4638 -4.1233
O 0.0110 0.9706 -3.8094
O -0.6498 -1.4457 -3.1979
O 1.6378 -0.9701 -4.2060
P 1.9101 -2.4803 -4.7293
O 3.5212 -2.4306 -4.8084
O 1.3079 -2.6645 -6.0740
O 1.5715 -3.4763 -3.6525
H 0.0347 -1.5391 -5.9324
H 3.7739 -1.7383 -5.4157
C -1.8493 0.8871 4.7043
C -0.6190 1.4615 3.9930
C -0.6363 2.9885 3.9243
C -1.7599 3.4552 3.0066
C -1.5606 2.8342 1.6513
C -2.0006 3.4847 0.5076
C -1.7433 2.9361 -0.7387
F -2.2432 3.5932 -1.8173
C -0.9931 1.7915 -0.8933
C -0.5622 1.1101 0.2542
C 0.3099 -0.0567 0.1424
O 1.0107 -0.2184 -0.8866
C 0.3866 -0.8780 1.3269
C 0.0211 -0.3439 2.5151
N -0.4917 0.9121 2.6579
C -0.8844 1.6153 1.5356
C 0.9278 -2.3095 1.3552
O 1.0458 -2.8288 2.4620
O 1.2082 -2.8760 0.2600
H -1.9436 1.3206 5.6984
H -1.7444 -0.1898 4.8036
H -2.7558 1.0835 4.1375
H 0.2720 1.1504 4.5558
H 0.3183 3.3275 3.5119
H -0.7440 3.4022 4.9304
H -1.7530 4.5456 2.9245
H -2.7286 3.1647 3.4222
H -2.5333 4.4201 0.5868
H -0.7379 1.4205 -1.8788
H 0.1717 -0.9232 3.4162
*
```


Record 3
ORCA calculation (wB97M-V/def2-TZVPD) on C11H14BMnN7S as an isolated structure.

LUMO level (spin up / spin down), eV: -9.5 / -8.4

Geometry as ORCA input:
```
! wB97M-V def2-TZVPD RIJCOSX def2/J DEFGRID3
* xyz 2 4
H 1.1776 -3.3849 1.1708
N 1.0422 -1.5903 0.0785
B 0.9179 0.2837 -1.5211
N 1.4003 -1.1446 -1.1446
C 2.0268 -2.1552 -1.7748
Mn -0.7971 0.5152 1.3357
H 2.4207 -2.0105 -2.7691
C 2.0510 -3.2573 -0.9171
H 2.4801 -4.2205 -1.1116
C 1.4106 -2.8599 0.2554
H 1.3599 0.6217 -2.5776
C -1.9806 1.7985 2.0564
H -2.4589 1.2555 2.8924
H -2.7199 2.0425 1.2808
H -1.4616 2.6941 2.4249
N 1.2934 1.2475 -0.3544
N -0.6350 0.2173 -1.5468
N 0.6317 1.2298 0.9001
N -1.3602 0.0662 -0.3643
C 2.1351 2.2842 -0.3792
C -1.4818 0.2043 -2.5868
H 2.6898 2.4917 -1.2908
H -1.0978 0.3180 -3.5895
C 2.0984 2.9454 0.8502
C -2.7821 0.0371 -2.1067
C 1.1814 2.2698 1.6378
C -2.6756 -0.0723 -0.7187
H 2.6621 3.8241 1.1218
H -3.6866 0.0065 -2.6852
H 0.7940 2.4922 2.6223
H -3.4316 -0.1938 0.0432
H 0.5586 -0.9785 0.7506
S -1.5682 -3.7009 3.0296
C -1.2395 -2.2057 2.6515
N -0.9549 -1.0711 2.3361
*
```


Record 4
ORCA calculation (wB97M-V/def2-TZVPD) on an isolated ion of composition C2H8N3O2 and charge +1.

LUMO level (spin up / spin down), eV: -3.1 / -8.6

Geometry as ORCA input:
```
! wB97M-V def2-TZVPD RIJCOSX def2/J DEFGRID3
* xyz 1 3
C -0.3912 0.8723 0.8386
C 0.5655 -0.8720 -0.4992
N -1.1226 1.2442 1.9546
N -0.2920 -0.4068 0.5548
N 0.5706 -0.0751 -1.7091
O 0.3392 1.8375 0.3258
O 0.1565 -2.2246 -0.6907
H 1.5822 -0.7531 0.0948
H -1.5417 0.6714 2.6097
H -1.2046 2.1809 2.1193
H -0.7470 -1.0564 1.1332
H -0.1703 -0.2974 -2.3630
H 0.9427 1.6324 -0.4719
H 1.3679 -0.4011 -2.2367
H -0.0552 -2.3523 -1.6603
*
```


In order of appearance, ΔE to the lowest compared entry with this formula, charge and spin = 60.45 44.55 0.00 0.00 kcal per mole.
In order of appearance, F_max = 5.3 2.1 8.7 4.4 eV/Å.